Molecular formula: C2H9N2S
Method: DFT, ωB97M-V/def2-TZVPD

CARTESIAN COORDINATES (ANGSTROEM)
C1 2.362 -0.783 -2.578
S1 1.237 -1.931 -1.681
H1 1.784 -0.041 -3.138
H2 2.954 -0.249 -1.832
H3 3.054 -1.296 -3.249
N1 -1.262 0.645 0.150
C2 -1.622 1.015 1.485
N2 -1.083 0.146 2.592
H4 -0.256 0.524 0.061
H5 -1.615 -0.237 -0.212
H6 -1.018 1.880 1.713
H7 -2.686 1.145 1.617
H8 -1.677 -0.652 2.783
H9 -0.171 -0.167 2.288

Charge = -1
Gap between HOMO and LUMO = 6.072 eV
Max |F| = 2.39 eV/A
Energy above the lowest of the compared OMol25 structures with the same formula, charge and spin = 18.2 kcal per mole
E_tot = -16035.7679 eV

Partial atomic charges computed with the natural (NBO) method, in multiples of e: number 1, C, carries -0.737; number 2, S, carries -0.761; number 3, H, carries 0.171; number 4, H, carries 0.171; number 5, H, carries 0.168; number 6, N, carries -0.858; number 7, C, carries -0.056; number 8, N, carries -0.878; number 9, H, carries 0.377; number 10, H, carries 0.370; number 11, H, carries 0.166; number 12, H, carries 0.167; number 13, H, carries 0.341; number 14, H, carries 0.358

***

Molecular formula: C2H9N2S2
Method: DFT, ωB97M-V/def2-TZVPD

CARTESIAN COORDINATES (ANGSTROEM)
C1 2.803 0.266 -2.196
S1 1.774 0.338 -0.586
S2 0.213 -1.100 -1.131
H1 3.004 -0.782 -2.361
H2 2.166 0.886 -2.853
H3 3.775 0.786 -2.138
H4 0.797 -2.382 -0.998
N1 -0.648 0.452 1.289
C2 -1.836 0.438 1.853
N2 -2.907 -0.268 1.537
H5 -0.592 0.128 0.268
H6 -0.020 1.178 1.609
H7 -1.868 1.021 2.779
H8 -3.638 -0.124 2.214
H9 -3.021 -0.837 0.714

Charge = +1
Gap between HOMO and LUMO = 9.263 eV
Max |F| = 2.34 eV/A
Energy above the lowest of the compared OMol25 structures with the same formula, charge and spin = 22.2 kcal per mole
E_tot = -26863.7840 eV

Partial atomic charges computed with the natural (NBO) method, in multiples of e: number 1, C, carries -0.681; number 2, S, carries 0.042; number 3, S, carries -0.202; number 4, H, carries 0.239; number 5, H, carries 0.241; number 6, H, carries 0.250; number 7, H, carries 0.192; number 8, N, carries -0.720; number 9, C, carries 0.400; number 10, N, carries -0.711; number 11, H, carries 0.417; number 12, H, carries 0.436; number 13, H, carries 0.221; number 14, H, carries 0.436; number 15, H, carries 0.441

***

Molecular formula: C2H9N3
Method: DFT, ωB97M-V/def2-TZVPD

CARTESIAN COORDINATES (ANGSTROEM)
C1 -1.988 1.657 1.902
N1 -1.457 2.690 1.409
H1 -2.450 0.999 1.159
H2 -2.223 1.435 2.943
H3 -0.913 3.193 2.114
N2 1.825 -0.429 -1.930
C2 0.993 -1.527 -1.404
N3 0.583 -1.285 0.000
H4 1.255 0.394 -1.747
H5 2.645 -0.317 -1.342
H6 0.108 -1.507 -2.038
H7 1.594 -2.432 -1.418
H8 0.270 -2.176 0.374
H9 -0.243 -0.695 -0.021

Charge = 0
Gap between HOMO and LUMO = 10.498 eV
Max |F| = 1.56 eV/A
Energy above the lowest of the compared OMol25 structures with the same formula, charge and spin = 36.8 kcal per mole
E_tot = -6688.9145 eV

Partial atomic charges computed with the natural (NBO) method, in multiples of e: number 1, C, carries -0.046; number 2, N, carries -0.586; number 3, H, carries 0.148; number 4, H, carries 0.154; number 5, H, carries 0.331; number 6, N, carries -0.819; number 7, C, carries -0.059; number 8, N, carries -0.849; number 9, H, carries 0.342; number 10, H, carries 0.351; number 11, H, carries 0.160; number 12, H, carries 0.178; number 13, H, carries 0.351; number 14, H, carries 0.345

***

Molecular formula: C2H9N3O
Method: DFT, ωB97M-V/def2-TZVPD

CARTESIAN COORDINATES (ANGSTROEM)
N1 3.122 -0.449 -0.162
C1 4.037 0.479 -0.593
O1 4.262 1.486 0.042
H1 3.025 -0.406 0.845
H2 3.118 -1.408 -0.478
H3 4.343 0.467 -1.643
N2 -2.513 0.454 -0.038
C2 -3.146 -0.860 0.280
N3 -4.567 -0.772 0.317
H4 -3.281 0.947 -0.504
H5 -2.421 0.927 0.853
H6 -2.903 -1.525 -0.547
H7 -2.580 -1.168 1.166
H8 -5.080 -0.163 0.931
H9 -5.065 -1.612 0.083

Charge = 0
Gap between HOMO and LUMO = 9.946 eV
Max |F| = 1.82 eV/A
Energy above the lowest of the compared OMol25 structures with the same formula, charge and spin = 25.6 kcal per mole
E_tot = -8737.3294 eV

Partial atomic charges computed with the natural (NBO) method, in multiples of e: number 1, N, carries -0.819; number 2, C, carries 0.512; number 3, O, carries -0.588; number 4, H, carries 0.389; number 5, H, carries 0.386; number 6, H, carries 0.119; number 7, N, carries -0.819; number 8, C, carries -0.050; number 9, N, carries -0.884; number 10, H, carries 0.350; number 11, H, carries 0.339; number 12, H, carries 0.172; number 13, H, carries 0.147; number 14, H, carries 0.372; number 15, H, carries 0.373

***

Molecular formula: C2H9N3O
Method: DFT, ωB97M-V/def2-TZVPD

CARTESIAN COORDINATES (ANGSTROEM)
C1 0.755 0.599 -0.746
C2 -1.307 -0.612 1.013
N1 1.654 -0.396 -0.611
N2 -0.945 -0.522 -0.388
N3 0.895 1.749 -0.003
O1 1.230 -1.615 -1.053
H1 -0.233 -1.314 -0.709
H2 2.132 -0.431 0.292
H3 -1.739 -0.420 -1.006
H4 0.368 0.736 -1.748
H5 1.094 1.636 0.983
H6 0.261 2.501 -0.211
H7 -0.391 -0.613 1.609
H8 -1.926 0.235 1.322
H9 -1.846 -1.533 1.255

Charge = 0
Gap between HOMO and LUMO = 7.933 eV
Max |F| = 1.08 eV/A
Energy above the lowest of the compared OMol25 structures with the same formula, charge and spin = 89.7 kcal per mole
E_tot = -8734.5498 eV

Partial atomic charges computed with the natural (NBO) method, in multiples of e: number 1, C, carries 0.343; number 2, C, carries -0.413; number 3, N, carries -0.274; number 4, N, carries -0.816; number 5, N, carries -0.807; number 6, O, carries -0.699; number 7, H, carries 0.435; number 8, H, carries 0.332; number 9, H, carries 0.369; number 10, H, carries 0.194; number 11, H, carries 0.384; number 12, H, carries 0.395; number 13, H, carries 0.184; number 14, H, carries 0.184; number 15, H, carries 0.189

***

Molecular formula: C2H9N3O
Method: DFT, ωB97M-V/def2-TZVPD

CARTESIAN COORDINATES (ANGSTROEM)
H1 0.426 -2.206 -0.440
N1 0.059 -1.258 -0.452
C1 0.934 -0.459 0.021
N2 2.246 -0.808 0.287
N3 0.582 0.812 0.402
C2 -0.501 1.528 -0.263
H2 2.882 -0.128 0.652
H3 2.406 -1.792 0.400
H4 1.366 1.408 0.614
H5 -1.411 1.532 0.332
H6 -0.707 1.075 -1.237
H7 -0.211 2.564 -0.428
O1 -2.700 -0.924 0.370
H8 -3.439 -0.455 -0.023
H9 -1.933 -0.888 -0.233

Charge = 0
Gap between HOMO and LUMO = 9.730 eV
Max |F| = 1.05 eV/A
Energy above the lowest of the compared OMol25 structures with the same formula, charge and spin = 11.5 kcal per mole
E_tot = -8737.9428 eV

Partial atomic charges computed with the natural (NBO) method, in multiples of e: number 1, H, carries 0.340; number 2, N, carries -0.822; number 3, C, carries 0.593; number 4, N, carries -0.842; number 5, N, carries -0.603; number 6, C, carries -0.417; number 7, H, carries 0.387; number 8, H, carries 0.395; number 9, H, carries 0.368; number 10, H, carries 0.211; number 11, H, carries 0.210; number 12, H, carries 0.195; number 13, O, carries -0.976; number 14, H, carries 0.457; number 15, H, carries 0.502

***

Molecular formula: C2H9N3O
Method: DFT, ωB97M-V/def2-TZVPD

CARTESIAN COORDINATES (ANGSTROEM)
H1 -1.766 0.231 -1.313
N1 -0.852 -0.012 -0.944
C1 -0.904 -0.421 0.268
N2 -2.096 -0.675 0.967
N3 0.208 -0.797 0.974
C2 1.525 -0.187 0.746
H2 -2.100 -0.333 1.920
H3 -2.860 -0.234 0.484
H4 0.083 -1.660 1.466
H5 1.693 -0.116 -0.326
H6 1.468 0.822 1.153
H7 2.282 -0.774 1.250
O1 1.223 1.197 -2.547
H8 1.591 2.001 -2.168
H9 0.507 0.956 -1.930

Charge = 0
Gap between HOMO and LUMO = 9.904 eV
Max |F| = 1.29 eV/A
Energy above the lowest of the compared OMol25 structures with the same formula, charge and spin = 11.9 kcal per mole
E_tot = -8737.9227 eV

Partial atomic charges computed with the natural (NBO) method, in multiples of e: number 1, H, carries 0.343; number 2, N, carries -0.801; number 3, C, carries 0.594; number 4, N, carries -0.830; number 5, N, carries -0.647; number 6, C, carries -0.412; number 7, H, carries 0.381; number 8, H, carries 0.371; number 9, H, carries 0.398; number 10, H, carries 0.227; number 11, H, carries 0.189; number 12, H, carries 0.208; number 13, O, carries -0.970; number 14, H, carries 0.453; number 15, H, carries 0.495

***

Molecular formula: C2H9N3O
Method: DFT, ωB97M-V/def2-TZVPD

CARTESIAN COORDINATES (ANGSTROEM)
C1 0.780 0.142 0.458
C2 -0.139 0.077 -0.656
N1 -0.810 0.086 1.744
N2 -0.378 1.379 -1.247
N3 -0.029 -1.050 -1.561
O1 1.527 -0.945 0.728
H1 1.950 -0.841 1.589
H2 1.157 1.105 0.787
H3 -1.021 -0.103 0.288
H4 -1.123 1.025 1.992
H5 -1.077 -0.595 2.458
H6 -1.312 1.413 -1.638
H7 0.268 1.550 -2.012
H8 -0.692 -1.784 -1.341
H9 0.898 -1.458 -1.590

Charge = 0
Gap between HOMO and LUMO = 8.365 eV
Max |F| = 1.48 eV/A
Energy above the lowest of the compared OMol25 structures with the same formula, charge and spin = 96.8 kcal per mole
E_tot = -8734.2417 eV

Partial atomic charges computed with the natural (NBO) method, in multiples of e: number 1, C, carries 0.407; number 2, C, carries -0.145; number 3, N, carries -1.113; number 4, N, carries -0.835; number 5, N, carries -0.847; number 6, O, carries -0.670; number 7, H, carries 0.494; number 8, H, carries 0.192; number 9, H, carries 0.368; number 10, H, carries 0.355; number 11, H, carries 0.356; number 12, H, carries 0.363; number 13, H, carries 0.349; number 14, H, carries 0.365; number 15, H, carries 0.359

***

Molecular formula: C2H9N3O
Method: DFT, ωB97M-V/def2-TZVPD

CARTESIAN COORDINATES (ANGSTROEM)
N1 0.972 -1.911 -1.876
C1 0.828 -2.031 -0.371
N2 -0.444 -1.600 0.019
H1 0.359 -2.593 -2.312
H2 0.605 -1.004 -2.174
H3 0.950 -3.097 -0.177
H4 1.644 -1.468 0.076
H5 -0.598 -0.588 0.086
H6 -1.291 -2.145 -0.056
C2 -0.225 2.183 1.276
N3 -0.877 3.342 1.142
O1 -0.558 1.155 0.696
H7 0.656 2.208 1.928
H8 -0.404 4.222 1.287
H9 -1.617 3.327 0.458

Spin multiplicity = 2
Charge = +1
Gap between HOMO and LUMO (alpha / beta) = 11.166 / 6.353 eV
Max |F| = 2.10 eV/A
Energy above the lowest of the compared OMol25 structures with the same formula, charge and spin = 0.0 kcal per mole
⟨S²⟩ = 0.76
E_tot = -8729.8503 eV

Partial atomic charges computed with the natural (NBO) method, in multiples of e: number 1, N, carries -0.566; number 2, C, carries -0.131; number 3, N, carries -0.424; number 4, H, carries 0.377; number 5, H, carries 0.380; number 6, H, carries 0.233; number 7, H, carries 0.240; number 8, H, carries 0.452; number 9, H, carries 0.413; number 10, C, carries 0.557; number 11, N, carries -0.776; number 12, O, carries -0.714; number 13, H, carries 0.138; number 14, H, carries 0.415; number 15, H, carries 0.406

***

Molecular formula: C2H9N3O2
Method: DFT, ωB97M-V/def2-TZVPD

CARTESIAN COORDINATES (ANGSTROEM)
C1 -0.299 1.428 1.208
C2 -1.082 0.557 0.215
N1 0.957 -1.452 -0.325
N2 -0.265 -0.009 -0.833
N3 0.449 -2.185 -1.327
O1 2.308 -1.245 -0.429
O2 -1.133 1.982 2.219
H1 2.596 -1.358 -1.356
H2 -1.490 1.261 2.748
H3 0.218 0.741 -1.332
H4 0.980 -2.161 -2.204
H5 -0.464 -1.567 -1.460
H6 0.144 2.280 0.688
H7 0.517 0.835 1.638
H8 -1.892 1.169 -0.207
H9 -1.545 -0.275 0.759

Charge = 0
Gap between HOMO and LUMO (alpha / beta) = 9.002 / 9.000 eV
Max |F| = 1.97 eV/A
Energy above the lowest of the compared OMol25 structures with the same formula, charge and spin = 149.1 kcal per mole
E_tot = -10779.5754 eV

Partial atomic charges computed with the natural (NBO) method, in multiples of e: number 1, C, carries -0.071; number 2, C, carries -0.270; number 3, N, carries 0.214; number 4, N, carries -0.685; number 5, N, carries -0.667; number 6, O, carries -0.513; number 7, O, carries -0.718; number 8, H, carries 0.437; number 9, H, carries 0.463; number 10, H, carries 0.337; number 11, H, carries 0.316; number 12, H, carries 0.439; number 13, H, carries 0.169; number 14, H, carries 0.165; number 15, H, carries 0.204; number 16, H, carries 0.180